Record 1
Entry from OMol25: one molecule with the formula C5H7N3 at a distorted geometry (ωB97M-V with the def2-TZVPD basis set).

Summary:
multiplicity	1
energy relative to the best compared isomer or geometry (same formula, charge and spin)	3.6720	eV
DFT total energy	-9765.71568	eV
maximum force	3.9	eV/A
E_LUMO	0.5	eV
structure (SMILES)	C/N=N\c1ccc[nH]1

Last column: Mulliken charge in e.
Cartesian coordinates (Å):
N 1.268 -1.014 -0.043  -0.020
C 1.919 1.082 0.025  -0.689
H -2.417 1.310 1.038  0.297
H 2.475 1.959 0.116  0.459
C -2.577 0.809 -0.024  -0.644
H 1.283 -2.052 0.043  0.288
N -0.975 -1.064 -0.044  -0.118
H -3.777 0.645 -0.315  0.245
C 2.346 -0.220 -0.048  -0.542
H 3.323 -0.602 0.246  0.322
C 0.158 -0.242 -0.015  0.422
N -2.173 -0.665 0.104  -0.447
C 0.552 1.018 0.033  -0.139
H -0.021 1.851 -0.244  0.311
H -2.089 1.415 -0.832  0.256

Record 2
Entry from OMol25: C20H16AsO9OsS as an isolated structure at a distorted geometry (ωB97M-V with the def2-TZVPD basis set).

Summary:
multiplicity	1
DFT total energy	-113558.26200	eV
maximum force	1.1	eV/A
E_LUMO	-5.8	eV
charge	+1

Last column: Mulliken charge in e.
Cartesian coordinates (Å):
O -6.022 0.420 -1.375  -0.610
C 1.278 1.462 -0.893  -0.529
H 3.245 2.014 2.369  0.448
O -2.176 4.148 -1.347  -0.635
C 3.933 -4.177 -0.984  -0.432
O -1.513 1.924 -2.160  -0.569
C -3.449 0.605 1.908  -0.417
O 0.293 -1.769 1.736  -0.531
H -0.734 3.117 0.695  0.717
H 0.285 -1.704 -2.147  0.437
O -4.687 -1.361 0.222  -0.531
H 2.698 3.945 0.921  0.465
C 1.598 0.374 -0.084  -0.474
H 3.806 -0.801 -0.815  0.447
O -3.918 2.460 -1.904  -0.601
C 0.064 -1.331 0.656  -0.050
As -4.609 0.127 -0.682  1.129
H 0.843 1.327 -1.874  1.009
C 2.304 0.581 1.100  -0.199
O -3.153 -0.330 -1.694  -0.396
H -2.421 0.673 3.774  0.429
C 1.096 -1.021 -0.433  2.503
H 5.414 -2.634 -1.146  0.423
C 2.118 -2.114 -0.597  -0.170
C -2.439 1.035 2.754  -0.590
C 4.368 -2.860 -0.988  -0.889
H -4.189 -0.101 2.254  0.546
C -1.436 1.910 2.321  -0.657
Os -1.528 0.280 -1.118  1.949
O 0.354 -0.852 -1.689  -0.532
O -1.197 -0.943 0.301  -0.619
C 1.682 -3.438 -0.606  -0.308
C 3.462 -1.827 -0.797  -0.448
H -0.662 2.228 3.006  0.488
H 1.438 3.583 -1.183  0.493
C -1.454 2.383 1.036  -0.254
H 4.644 -4.981 -1.120  0.418
C 2.374 2.951 0.642  -0.352
S -2.618 2.806 -1.420  1.498
C 2.587 -4.467 -0.801  -0.861
C -3.474 1.051 0.595  0.272
C 2.689 1.861 1.453  -0.882
H 2.246 -5.493 -0.795  0.415
C -2.462 1.935 0.139  -0.608
H 2.526 -0.257 1.749  0.532
C 1.668 2.753 -0.528  -1.231
H 0.637 -3.678 -0.433  0.430
H -5.509 -1.815 -0.018  0.326

Record 3
Entry from OMol25: a 13-piece molecular cluster, C3H31O13 overall at a distorted geometry (ωB97M-V with the def2-TZVPD basis set).

Summary:
multiplicity	1
energy relative to the best compared isomer or geometry (same formula, charge and spin)	1.6385	eV
DFT total energy	-30232.89468	eV
maximum force	6.1	eV/A
E_LUMO	2.4	eV
charge	-1

Last column: Mulliken charge in e.
Cartesian coordinates (Å):
H 0.452 1.491 0.401  -0.113
O -1.948 2.589 2.994  -0.637
H 1.921 -2.839 -0.662  0.244
O 2.633 2.742 1.551  -0.661
O 2.113 -1.915 -0.606  -0.812
H 3.329 -0.791 -1.403  0.437
O 3.881 -0.292 -2.042  -0.744
C -0.613 0.342 -0.977  0.841
H 0.274 1.386 -2.633  0.446
H 3.553 3.183 1.579  0.307
H -0.798 -0.898 2.485  0.591
H -1.412 1.572 0.614  -0.554
O -0.919 -2.272 -2.596  -0.755
H 3.131 -0.955 -3.569  0.421
H -0.616 2.378 -0.667  0.541
H -3.546 1.278 0.535  0.219
H -0.309 -2.377 1.067  0.295
O 0.164 -0.888 2.434  -0.794
O 2.663 -1.398 -4.229  -0.662
H -4.872 1.801 0.979  0.300
H 1.762 -1.045 -4.278  0.339
H 0.567 -0.320 -2.711  0.366
H -0.665 -1.757 -1.788  0.293
O -3.961 1.938 1.129  -0.672
O -2.499 -0.276 3.190  -0.768
H 2.705 0.865 1.381  0.421
H -2.842 -0.392 2.270  0.384
H 1.279 -1.487 -0.799  0.155
O 2.676 -0.084 1.361  -0.637
C -0.539 1.500 0.025  -0.386
H 0.354 -0.574 1.516  0.216
O -0.429 -3.338 1.100  -0.668
H -2.138 3.299 3.634  0.264
O -2.907 -0.856 0.625  -0.814
H -2.055 -0.634 0.280  0.316
H 1.504 0.677 -1.620  0.052
H -0.112 -2.779 -2.865  0.325
H -1.691 0.253 -1.447  0.230
H -2.388 0.663 3.314  0.409
H -1.253 -3.370 0.597  0.297
H -2.897 -1.820 0.555  0.272
H -2.625 2.566 2.317  0.338
O -0.176 -0.779 -0.240  0.126
C 0.544 0.446 -2.047  -1.529
H 2.398 2.782 0.635  0.338
H 2.514 -0.243 0.455  0.124
H 3.795 0.629 -1.843  0.301

Record 4
Entry from OMol25: C23H30FN3O4S2 as an isolated structure at a distorted geometry (ωB97M-V with the def2-TZVPD basis set).

Summary:
multiplicity	1
DFT total energy	-61376.16347	eV
maximum force	4.0	eV/A
E_LUMO	-5.3	eV

Last column: Mulliken charge in e.
Cartesian coordinates (Å):
H 1.346 2.781 0.326  0.289
H -1.018 4.111 -1.770  0.312
H 4.439 -2.842 -4.162  0.351
H -0.012 -0.215 5.534  0.479
H -0.105 4.107 4.647  0.373
C -1.095 2.117 -0.915  0.247
S -0.024 -4.059 1.384  1.260
C -1.144 -1.945 2.833  -0.340
C 1.230 -2.296 3.141  -0.471
H 2.131 -1.297 4.843  0.389
H 0.306 4.178 -0.181  0.285
O 1.410 -5.747 -1.771  -0.656
N 1.127 -4.219 0.160  -0.411
H -0.488 -2.736 -3.454  0.602
H -1.727 2.894 2.862  0.240
C -0.857 2.216 2.807  -1.077
H -3.169 1.133 -3.288  0.375
H 2.933 -1.766 -5.852  0.365
H -2.504 3.467 -3.808  0.399
H -0.954 1.495 3.621  0.436
H 3.450 -3.818 -2.097  0.400
C 0.054 -2.568 2.443  0.210
O -0.653 -4.328 -1.731  -0.645
C -1.200 0.417 -2.784  -0.561
C 0.589 -2.722 -3.581  -0.402
C -1.167 -1.110 3.947  -0.764
H -0.806 3.018 -3.772  0.333
C 0.412 3.356 0.543  -0.411
H -0.215 4.752 2.085  0.359
H -2.640 3.535 -1.461  0.338
O 0.289 -5.104 2.327  -0.680
C -1.645 3.216 -1.826  -0.513
C -2.124 1.333 -3.575  -0.867
C 2.517 -2.190 -4.939  -0.346
H -2.065 -2.138 2.298  0.455
H 1.619 3.898 4.301  0.347
C -0.994 0.861 -1.389  -0.084
C 1.219 -1.457 4.257  -0.708
S 0.747 -4.505 -1.416  1.192
H -1.622 -0.588 -2.734  0.399
N -0.764 2.491 0.408  0.477
C -0.870 1.510 1.463  -0.779
C 3.360 -2.777 -3.986  -0.559
H 1.533 4.349 2.053  0.422
O -1.373 -3.898 0.876  -0.624
H 0.703 2.553 4.991  0.227
C 1.430 -3.331 -2.629  0.167
C 0.015 -0.861 4.655  -0.141
H -1.989 1.157 -4.652  0.377
H 2.148 -2.794 2.837  0.446
C 1.132 -2.167 -4.742  -0.610
H -1.789 0.921 1.359  0.547
H -0.705 -0.031 -0.609  0.425
H -0.248 0.292 -3.321  0.292
C 0.652 3.392 4.284  -0.987
N 0.386 2.911 2.945  0.039
C -1.779 2.815 -3.301  -0.926
H 0.470 -1.754 -5.513  0.422
C 0.527 3.941 1.939  -0.744
C 2.812 -3.330 -2.827  -0.468
H -0.032 0.790 1.465  0.517
F -1.085 -0.738 0.174  -0.440
H -2.118 -0.679 4.280  0.417

What is the multiplicity in the third record? 1

Among the records above, which one has the lowest maximum force? C20H16AsO9OsS

Repeat the third record exactly.
Entry from OMol25: a 13-piece molecular cluster, C3H31O13 overall at a distorted geometry (ωB97M-V with the def2-TZVPD basis set).

Summary:
multiplicity	1
energy relative to the best compared isomer or geometry (same formula, charge and spin)	1.6385	eV
DFT total energy	-30232.89468	eV
maximum force	6.1	eV/A
E_LUMO	2.4	eV
charge	-1

Last column: Mulliken charge in e.
Cartesian coordinates (Å):
H 0.452 1.491 0.401  -0.113
O -1.948 2.589 2.994  -0.637
H 1.921 -2.839 -0.662  0.244
O 2.633 2.742 1.551  -0.661
O 2.113 -1.915 -0.606  -0.812
H 3.329 -0.791 -1.403  0.437
O 3.881 -0.292 -2.042  -0.744
C -0.613 0.342 -0.977  0.841
H 0.274 1.386 -2.633  0.446
H 3.553 3.183 1.579  0.307
H -0.798 -0.898 2.485  0.591
H -1.412 1.572 0.614  -0.554
O -0.919 -2.272 -2.596  -0.755
H 3.131 -0.955 -3.569  0.421
H -0.616 2.378 -0.667  0.541
H -3.546 1.278 0.535  0.219
H -0.309 -2.377 1.067  0.295
O 0.164 -0.888 2.434  -0.794
O 2.663 -1.398 -4.229  -0.662
H -4.872 1.801 0.979  0.300
H 1.762 -1.045 -4.278  0.339
H 0.567 -0.320 -2.711  0.366
H -0.665 -1.757 -1.788  0.293
O -3.961 1.938 1.129  -0.672
O -2.499 -0.276 3.190  -0.768
H 2.705 0.865 1.381  0.421
H -2.842 -0.392 2.270  0.384
H 1.279 -1.487 -0.799  0.155
O 2.676 -0.084 1.361  -0.637
C -0.539 1.500 0.025  -0.386
H 0.354 -0.574 1.516  0.216
O -0.429 -3.338 1.100  -0.668
H -2.138 3.299 3.634  0.264
O -2.907 -0.856 0.625  -0.814
H -2.055 -0.634 0.280  0.316
H 1.504 0.677 -1.620  0.052
H -0.112 -2.779 -2.865  0.325
H -1.691 0.253 -1.447  0.230
H -2.388 0.663 3.314  0.409
H -1.253 -3.370 0.597  0.297
H -2.897 -1.820 0.555  0.272
H -2.625 2.566 2.317  0.338
O -0.176 -0.779 -0.240  0.126
C 0.544 0.446 -2.047  -1.529
H 2.398 2.782 0.635  0.338
H 2.514 -0.243 0.455  0.124
H 3.795 0.629 -1.843  0.301